(1)
Formula: C4H9NO
Source: OMol25
Level of theory: ωB97M-V/def2-TZVPD

XYZ file:
```
15
Properties=species:S:1:pos:R:3:forces:R:3
C -1.023017 -0.687633 0.708002 0.083 0.293 0.438
N -0.308109 0.325114 0.248160 -0.065 -0.316 -0.066
C -1.056031 1.472559 -0.279991 -0.065 0.126 -0.034
C 0.983095 0.243423 -0.164903 0.181 0.261 0.275
C 1.944735 -0.691804 0.359604 0.022 0.081 -0.053
O 3.117486 -0.709278 0.023566 -0.265 -0.054 0.093
H -0.537266 -1.502783 -1.024474 0.222 -0.272 -0.485
H -2.074935 -0.543854 0.904971 0.117 0.155 0.079
H -0.530412 -1.577416 1.073220 -0.053 0.146 -0.134
H -1.966690 1.617972 0.301284 0.118 -0.061 -0.086
H -0.438069 2.368718 -0.219957 -0.064 -0.145 0.008
H -1.303726 1.263674 -1.324443 0.000 0.054 0.111
H 1.350402 1.052515 -0.783108 -0.063 0.017 0.185
H 0.152516 -1.257272 -1.293047 -0.224 -0.391 -0.227
H 1.577468 -1.409029 1.127885 0.056 0.107 -0.104
```
Forces are in eV/Å.

Values from the calculation:
- Energy above the lowest of the compared OMol25 structures with the same formula, charge and spin: 97.6 kcal/mol
- Highest occupied orbital energy: -0.2932 Ha
- Total energy: -7828.086 eV
- Lowest unoccupied orbital energy: 0.244 eV

Here are the natural (NBO) charges for atoms 1 to 5, given in e: number 1, C, carries -0.24; number 2, N, carries -0.24; number 3, C, carries -0.40; number 4, C, carries -0.26; number 5, C, carries 0.35

=====

(2)
Formula: C4H9NO
Source: OMol25
Level of theory: ωB97M-V/def2-TZVPD

XYZ file:
```
15
Properties=species:S:1:pos:R:3:forces:R:3
C 3.065365 -4.029739 -0.045539 -0.293 1.326 0.740
N 2.319780 -3.100034 0.382971 -0.321 -0.527 -0.707
C 0.993430 -2.963351 -0.266288 0.589 1.102 2.331
H 2.785170 -4.595726 -0.931970 0.336 -0.551 0.093
H 3.981817 -4.103667 0.538243 0.258 -0.645 -0.659
H 1.031316 -2.184404 -1.023038 -0.035 -0.604 -0.727
H 0.456871 -2.444397 0.537173 -0.556 -0.279 -0.244
H 0.513898 -3.931201 -0.406111 0.021 0.180 -0.825
C -2.180059 4.128089 0.773031 2.436 -0.114 0.263
C -2.221798 3.657663 -0.653581 -1.800 0.092 0.276
O -1.298020 3.243235 -1.293438 0.283 0.211 0.123
H -1.162108 3.778488 1.007166 -0.293 0.030 0.817
H -2.911981 3.715594 1.458679 -0.230 -0.275 -0.299
H -2.118715 5.203106 0.963368 -0.361 0.054 -0.592
H -3.254969 3.626350 -1.040659 -0.035 -0.001 -0.589
```
Forces are in eV/Å.

Values from the calculation:
- Energy above the lowest of the compared OMol25 structures with the same formula, charge and spin: 67.0 kcal/mol
- SMILES: C=NC.CC=O
- Highest occupied orbital energy: -0.3521 Ha
- Total energy: -7829.413 eV
- Lowest unoccupied orbital energy: 1.004 eV

Here are the natural (NBO) charges for atoms 1 to 5, given in e: number 1, C, carries -0.09; number 2, N, carries -0.38; number 3, C, carries -0.48; number 4, H, carries 0.15; number 5, H, carries 0.18